Entry 1:
Density functional theory data (the ωB97M-V functional and the def2-TZVPD basis) for a molecular structure, C12H20ClN5O2Ti at a distorted geometry.

The total charge is +1. As for the energy above the lowest of the compared OMol25 structures with the same formula, charge and spin: 32.5 kcal per mole. The LUMO energy (alpha / beta) is -3.577 / -5.608 eV. For the HOMO-LUMO gap (alpha / beta), the calculation gives 8.1 / 6.7 eV. Its spin multiplicity is 2.

The geometry in XYZ format:
```
41
Properties=species:S:1:pos:R:3:forces:R:3:mulliken_spin:R:1
Ti 1.372 -0.071 -0.824 0.2 1.0 -0.4 0.1075
N -0.594 0.846 2.652 0.0 0.0 0.1 0.0009
N 0.683 1.344 2.957 0.0 0.1 0.0 -0.0005
C 1.472 1.699 1.903 -0.3 -0.1 0.0 0.0021
N 2.549 2.446 2.147 0.0 0.0 0.0 -0.0001
N 1.120 1.309 0.695 0.3 0.3 0.4 -0.0112
N 2.027 1.824 -0.331 -0.1 -0.6 -0.1 0.0009
O 3.018 0.736 -0.556 -0.2 0.0 0.1 0.0016
O 1.184 1.690 -1.452 -0.1 -0.1 -0.2 0.0299
H -1.275 1.598 2.587 0.1 0.0 0.0 -0.0004
H -0.876 0.193 3.371 0.0 0.0 -0.1 0.0009
H 0.789 1.907 3.793 0.0 -0.1 -0.1 -0.0003
H 2.732 2.819 3.061 0.0 0.0 0.0 0.0000
H 3.158 2.690 1.382 0.0 0.0 0.0 -0.0002
Cl 0.419 -4.076 -1.004 0.0 0.0 -0.1 0.0214
C -0.032 -3.652 0.601 0.1 0.0 0.1 0.1823
C -1.059 -4.337 1.212 0.0 0.0 -0.1 -0.0727
C -1.402 -4.039 2.523 0.0 0.0 0.1 0.2059
C -0.706 -3.058 3.239 0.0 0.0 0.0 -0.0637
C 0.308 -2.367 2.634 0.1 0.0 -0.1 0.1560
C 0.685 -2.624 1.284 -0.1 -0.1 0.0 -0.0793
C 1.738 -1.907 0.710 0.2 -0.1 -0.1 0.4556
H -1.581 -5.111 0.668 0.0 0.0 0.0 0.0018
H -2.204 -4.586 3.000 0.0 0.0 0.0 0.0100
H -0.965 -2.866 4.271 0.0 0.0 0.0 -0.0001
H 0.882 -1.621 3.170 0.0 0.0 0.1 0.0081
H 2.221 -2.270 -0.200 0.0 -0.2 0.0 0.0270
H 2.334 -1.252 1.336 0.0 0.0 0.0 0.0244
C 1.100 -1.526 -4.862 -0.1 0.0 0.0 -0.0001
C 1.583 -0.807 -3.605 0.1 -0.1 0.0 0.0015
C 2.733 -1.597 -2.965 0.1 0.0 0.0 0.0017
C 0.469 -0.624 -2.582 -0.1 -0.1 0.2 -0.0093
H 1.905 -1.613 -5.593 0.0 0.0 0.0 -0.0001
H 0.271 -0.993 -5.327 0.0 0.0 0.0 0.0000
H 0.754 -2.534 -4.618 0.0 0.0 0.0 0.0000
H 1.952 0.184 -3.886 0.0 0.0 0.0 -0.0004
H 2.385 -2.577 -2.628 0.0 0.0 0.0 0.0000
H 3.214 -1.075 -2.121 0.0 0.0 0.0 -0.0001
H 3.550 -1.768 -3.668 0.0 0.0 0.0 0.0003
H -0.033 -1.585 -2.378 0.0 0.0 0.1 -0.0001
H -0.278 0.115 -2.873 0.0 0.0 0.0 -0.0009
```
Forces are in eV/Å.

***

Entry 2:
Density functional theory data (the ωB97M-V functional and the def2-TZVPD basis) for C12H20ClNO2 in the gas phase at a distorted geometry.

The total charge is 0. The LUMO energy is 0.714 eV. For the HOMO-LUMO gap, the calculation gives 9.8 eV. As for the structure (SMILES): CC1(C)OCC2(CCCCC2)N1C(=O)CCl.

The geometry in XYZ format:
```
36
Properties=species:S:1:pos:R:3:forces:R:3:nbo_charge:R:1
O -2.482 1.368 0.333 -3.7 -0.3 -0.1 -0.5781
Cl 0.511 2.831 -0.943 0.0 0.0 0.3 -0.0381
O -0.729 -2.343 1.294 -0.3 0.6 -1.4 -0.5336
C -1.330 1.223 0.504 3.1 -2.2 0.1 0.6978
N -0.789 -0.137 0.721 0.4 4.2 -1.4 -0.5036
C -0.589 2.597 0.438 -0.3 0.0 0.4 -0.4713
C -2.169 -0.886 2.472 -2.4 -1.1 0.6 -0.6610
C -2.895 -1.609 0.180 1.5 1.2 -1.3 -0.6419
C 0.562 -1.768 1.610 -3.1 0.2 1.2 -0.0736
C 3.611 0.034 0.323 -0.8 -0.5 0.5 -0.3937
C 2.843 -0.867 -0.700 -1.1 0.9 2.4 -0.4028
C 2.970 0.022 1.809 1.2 0.6 -2.4 -0.4002
C 1.313 -0.593 -0.549 -1.0 -0.2 -0.6 -0.4285
C 1.515 0.427 1.762 -0.6 1.6 0.8 -0.4118
C -1.661 -1.237 1.112 -0.3 0.1 0.2 0.4371
C 0.624 -0.443 0.883 2.0 -0.4 -0.3 0.1185
H -1.421 3.326 0.321 0.6 -0.7 -0.1 0.2536
H -0.115 2.862 1.381 0.4 -0.2 -0.2 0.2253
H -2.976 -0.124 2.426 -0.1 -0.9 -0.2 0.2293
H -2.498 -1.911 2.856 0.1 1.8 0.3 0.2257
H -1.479 -0.359 3.090 1.1 -0.4 0.6 0.2098
H -3.575 -2.225 0.723 0.0 -1.2 0.1 0.2209
H -3.564 -0.786 -0.136 0.9 0.3 0.8 0.2478
H -2.548 -1.940 -0.828 -0.2 -0.6 1.1 0.2245
H 1.307 -2.435 1.373 1.6 -1.6 -1.0 0.1959
H 0.554 -1.717 2.714 0.3 0.7 -0.3 0.1722
H 3.676 1.102 0.028 -0.1 -0.6 -0.1 0.2001
H 4.599 -0.405 0.300 0.6 0.4 0.5 0.2049
H 3.249 -0.781 -1.701 -0.3 0.3 -0.2 0.2208
H 3.051 -1.889 -0.367 -0.1 -0.1 -0.2 0.1913
H 3.131 -0.891 2.372 0.1 -0.4 -0.2 0.2000
H 3.507 0.822 2.321 0.0 -0.2 0.3 0.2147
H 0.916 0.210 -1.192 0.7 0.3 0.5 0.2238
H 0.737 -1.395 -0.979 -0.1 -0.9 -0.3 0.2114
H 1.456 1.482 1.449 0.2 -0.3 -0.1 0.2038
H 1.227 0.453 2.831 -0.6 -0.2 -0.5 0.2088
```
Forces are in eV/Å.

***

Entry 3:
Density functional theory data (the ωB97M-V functional and the def2-TZVPD basis) for a molecular structure, C12H20ErN2OPSSe2Te2 at a distorted geometry.

The total charge is 0. As for the energy above the lowest of the compared OMol25 structures with the same formula, charge and spin: 0.0 kcal per mole. The LUMO energy (alpha / beta) is -0.513 / -0.498 eV. For the HOMO-LUMO gap (alpha / beta), the calculation gives 7.0 / 7.0 eV. Its spin multiplicity is 4.

The geometry in XYZ format:
```
42
Properties=species:S:1:pos:R:3:forces:R:3:mulliken_spin:R:1
Er 0.801 -0.526 0.794 -0.4 -0.4 0.0 3.0529
Se 0.504 -3.175 -0.096 -0.5 0.2 0.1 -0.0083
Te 2.984 -3.054 0.025 0.4 -0.4 0.0 -0.0006
Te 3.449 -0.621 -1.028 0.0 -0.1 -0.2 -0.0026
Se 3.243 0.605 1.132 0.2 0.5 0.4 -0.0098
O -3.134 -1.162 -0.473 0.0 -0.2 0.3 0.0000
C -2.566 -1.542 0.425 -0.1 -0.1 -0.2 0.0003
C -0.252 -0.520 -4.449 0.4 -0.5 -0.4 -0.0002
C -0.249 -0.962 -2.984 0.7 0.4 0.6 0.0007
P -0.129 0.508 -1.801 -0.6 -0.4 -0.3 -0.0119
C 0.970 1.670 -2.697 0.4 -0.8 0.7 -0.0004
C 1.626 2.742 -1.873 1.3 0.2 0.7 0.0000
C -1.819 1.291 -2.050 0.5 -0.8 -0.8 -0.0006
C -1.983 2.551 -1.252 0.4 1.2 0.5 -0.0003
H -0.638 -1.341 -5.077 0.1 0.4 0.1 -0.0001
H 0.772 -0.293 -4.783 -0.2 -0.3 0.1 0.0000
H -0.804 0.394 -4.661 -0.3 -0.2 0.1 0.0000
H 0.590 -1.701 -2.785 -1.0 0.9 -0.1 -0.0002
H -1.183 -1.431 -2.650 0.1 -0.1 -0.3 -0.0002
H 0.446 2.101 -3.512 -0.5 0.3 -1.0 -0.0002
H 1.720 0.984 -3.082 0.2 0.1 -0.3 0.0002
H 0.974 3.559 -1.676 -0.7 0.7 0.0 0.0001
H 2.515 3.184 -2.383 -0.5 -0.5 0.4 0.0000
H 1.914 2.390 -0.863 0.2 0.0 -0.6 0.0001
H -2.567 0.526 -1.785 0.3 0.5 -0.2 0.0000
H -1.866 1.478 -3.148 -0.2 -0.1 0.7 0.0001
H -1.269 3.359 -1.512 -0.2 -0.6 0.0 0.0000
H -1.880 2.364 -0.189 0.3 -0.1 0.2 0.0004
H -2.948 3.034 -1.312 -0.5 -0.2 -0.5 0.0000
C 1.105 -2.938 3.881 0.6 0.2 1.5 0.0007
C 0.371 -1.670 4.106 -0.3 -0.6 1.2 -0.0022
C -0.097 -1.316 5.366 0.4 0.0 0.9 -0.0002
C -0.724 -0.089 5.479 -0.1 -0.9 -0.3 0.0002
N -1.066 0.644 4.441 -0.6 0.3 -0.5 -0.0002
C -0.735 0.174 3.240 1.2 0.1 0.9 -0.0005
S -1.178 0.983 1.802 -0.1 0.4 -0.5 -0.0091
N 0.113 -0.891 3.089 -0.7 0.7 -1.6 -0.0077
H 1.500 -3.210 4.888 -0.2 -0.4 -0.9 0.0000
H 1.953 -2.749 3.242 0.3 -0.2 -0.5 -0.0004
H 0.454 -3.712 3.475 0.1 0.0 0.0 -0.0001
H 0.111 -1.884 6.290 -0.1 0.1 -0.9 0.0000
H -1.028 0.249 6.444 -0.1 0.4 0.6 0.0000
```
Forces are in eV/Å.

***

Entry 4:
Density functional theory data (the ωB97M-V functional and the def2-TZVPD basis) for a molecular structure, C12H20F6KO12P at a distorted geometry.

The total charge is 0. As for the energy above the lowest of the compared OMol25 structures with the same formula, charge and spin: 0.0 kcal per mole. The LUMO energy is -0.122 eV. For the HOMO-LUMO gap, the calculation gives 10.9 eV.

The geometry in XYZ format:
```
52
Properties=species:S:1:pos:R:3:forces:R:3:nbo_charge:R:1
K -6.015 -23.835 -11.224 -0.1 -0.2 0.0 0.9503
P -5.300 -26.563 -13.176 1.5 -0.1 0.1 2.5999
F -4.556 -25.097 -13.392 -0.3 0.1 0.4 -0.6187
F -5.389 -26.679 -14.761 -1.2 0.3 -0.2 -0.5758
F -3.841 -27.278 -13.280 -0.5 0.0 0.5 -0.5890
F -6.065 -27.955 -12.979 0.1 0.2 -0.1 -0.5773
F -5.105 -26.410 -11.569 0.5 -0.1 0.5 -0.6097
F -6.700 -25.741 -12.904 -0.3 -0.2 -1.3 -0.6119
C -11.955 -24.052 -11.921 -0.3 0.9 -0.3 -0.1016
C -12.027 -24.850 -10.661 0.1 -0.7 0.5 -0.1068
O -10.737 -24.679 -10.067 0.3 0.6 -0.5 -0.4928
C -9.882 -24.244 -11.058 0.5 0.0 1.4 0.9852
O -8.707 -24.100 -10.882 -0.7 -0.1 -0.2 -0.6041
O -10.545 -23.938 -12.166 -0.2 -0.7 -0.8 -0.4699
H -12.260 -23.000 -11.862 -0.5 -0.3 0.4 0.1891
H -12.569 -24.548 -12.674 0.7 0.1 -0.5 0.2119
H -12.103 -25.926 -10.854 -0.3 0.2 -0.1 0.1931
H -12.856 -24.523 -10.033 0.4 0.0 0.3 0.2061
C -7.786 -23.838 -5.470 -0.9 -0.2 0.4 -0.1019
C -8.628 -24.565 -6.527 0.8 -0.7 0.5 -0.0978
O -7.807 -24.453 -7.685 -0.2 0.0 -0.5 -0.4759
C -6.929 -23.456 -7.530 -0.8 0.1 0.4 0.9820
O -6.308 -22.956 -8.404 0.7 0.2 -0.7 -0.6006
O -6.920 -23.029 -6.255 0.4 0.0 0.5 -0.4820
H -7.300 -24.571 -4.825 0.7 0.2 -0.3 0.1886
H -8.353 -23.214 -4.781 -0.1 0.3 -0.3 0.1993
H -9.622 -24.161 -6.704 0.0 0.0 -0.1 0.1936
H -8.633 -25.630 -6.304 -0.6 0.0 0.1 0.2034
C -4.828 -21.886 -15.128 0.0 -0.3 1.4 -0.2699
O -5.986 -21.041 -15.168 -0.2 0.1 -0.2 -0.4926
C -6.700 -20.965 -14.037 1.2 -0.7 -1.4 0.9992
O -6.505 -21.668 -13.081 -0.4 0.0 1.0 -0.6910
O -7.601 -20.029 -14.200 -1.0 0.4 0.4 -0.4800
C -8.478 -19.837 -13.061 0.2 0.2 -0.9 -0.2569
H -5.018 -22.937 -15.350 -0.4 0.2 -0.5 0.2148
H -4.529 -21.914 -14.075 0.5 0.1 -0.3 0.1949
H -4.072 -21.450 -15.769 -0.1 0.0 -0.1 0.1963
H -7.839 -19.539 -12.237 -0.4 -0.2 0.4 0.1925
H -9.092 -20.722 -12.911 0.3 -0.2 0.4 0.1982
H -9.160 -19.039 -13.345 0.2 0.2 0.0 0.1999
C -5.594 -20.038 -10.122 0.2 -0.8 -0.6 -0.2548
O -4.362 -20.060 -10.859 -0.2 0.7 -0.1 -0.4944
C -3.771 -21.210 -11.108 0.6 -1.1 0.1 1.0039
O -3.970 -22.305 -10.632 -0.8 0.3 0.4 -0.6902
O -2.821 -20.985 -11.981 0.4 1.1 -0.9 -0.4992
C -2.027 -22.025 -12.542 1.0 0.3 0.7 -0.2635
H -6.268 -20.736 -10.623 -0.1 -0.1 0.4 0.1931
H -6.010 -19.045 -10.253 0.3 0.1 0.3 0.1943
H -5.394 -20.319 -9.092 -0.3 0.1 0.1 0.2094
H -2.155 -22.016 -13.619 -0.4 -0.4 0.0 0.1955
H -2.154 -22.969 -12.019 -0.4 -0.1 -0.4 0.2240
H -0.992 -21.717 -12.368 0.0 0.0 0.0 0.1898
```
Forces are in eV/Å.

***

Entry 5:
Density functional theory data (the ωB97M-V functional and the def2-TZVPD basis) for C12H20N4 in the gas phase at a distorted geometry.

The total charge is 0. As for the energy above the lowest of the compared OMol25 structures with the same formula, charge and spin: 0.0 kcal per mole. The LUMO energy is 0.872 eV. For the HOMO-LUMO gap, the calculation gives 8.7 eV. As for the structure (SMILES): NC(N)=N/N=C/[C@]12C[C@H]3C[C@H](C[C@H](C3)C1)C2.

The geometry in XYZ format:
```
36
Properties=species:S:1:pos:R:3:forces:R:3:nbo_charge:R:1
N -1.513 -1.281 -2.955 -1.3 -1.4 -1.3 -0.4712
N -0.801 -0.593 -2.024 0.3 0.4 1.4 -0.3114
C -1.498 -0.865 -4.206 1.9 1.0 4.0 0.5763
C -0.955 -0.990 -0.795 0.3 0.7 -1.9 0.1109
N -0.881 0.267 -4.586 0.7 1.1 -0.7 -0.8294
N -2.078 -1.553 -5.175 -1.1 -0.4 -1.9 -0.7930
C 1.748 1.636 1.442 0.0 -0.2 0.1 -0.4014
C -0.196 1.151 2.909 0.4 0.4 -0.2 -0.4019
C 1.663 -0.582 2.631 -1.2 0.4 -0.7 -0.3972
C -0.526 1.177 0.433 0.3 1.0 -0.3 -0.3908
C 1.286 -0.492 0.138 1.2 -0.7 0.9 -0.3920
C -0.612 -0.957 1.678 -0.2 -0.2 0.2 -0.3869
C 0.224 1.852 1.594 0.7 -1.7 0.4 -0.2137
C 2.078 0.133 1.326 -0.4 0.0 0.3 -0.2135
C 0.133 -0.336 2.858 0.9 -0.1 -0.4 -0.2138
C -0.220 -0.311 0.343 0.2 -0.6 0.0 -0.1317
H -1.592 -1.850 -0.593 -0.1 0.0 0.0 0.1712
H -0.647 0.360 -5.574 0.1 0.0 0.7 0.3868
H -0.253 0.662 -3.889 -0.3 -0.1 -0.3 0.4220
H -2.545 -0.935 -5.842 0.1 -0.7 0.2 0.3811
H -2.634 -2.296 -4.820 -0.6 -0.6 0.1 0.4024
H 2.266 2.070 2.313 -0.1 -0.1 -0.2 0.2018
H 2.152 2.128 0.558 -0.1 0.2 -0.1 0.2028
H -1.262 1.260 3.021 -0.6 0.1 0.2 0.2006
H 0.285 1.611 3.774 0.0 0.1 0.0 0.2028
H 1.825 -1.653 2.529 0.1 -0.2 0.1 0.1997
H 2.245 -0.221 3.463 0.3 0.2 0.4 0.2031
H -0.181 1.698 -0.478 -0.4 -0.4 0.0 0.2151
H -1.608 1.321 0.554 0.1 0.1 -0.1 0.2091
H 1.564 -0.061 -0.809 0.2 0.4 -0.4 0.2177
H 1.600 -1.567 0.083 -0.6 0.6 0.0 0.2076
H -1.691 -0.854 1.818 -0.1 0.0 0.0 0.2037
H -0.394 -2.025 1.662 0.0 -0.2 -0.2 0.2057
H 0.008 2.902 1.605 -0.2 0.6 0.1 0.2097
H 3.165 0.014 1.222 -0.2 0.0 -0.3 0.2088
H -0.157 -0.819 3.792 -0.2 0.0 0.0 0.2092
```
Forces are in eV/Å.

***

Entry 6:
Density functional theory data (the ωB97M-V functional and the def2-TZVPD basis) for C12H20N4O3 in the gas phase at a distorted geometry.

The total charge is 0. As for the energy above the lowest of the compared OMol25 structures with the same formula, charge and spin: 57.4 kcal per mole. The LUMO energy is 0.562 eV. For the HOMO-LUMO gap, the calculation gives 9.2 eV. As for the structure (SMILES): CC[C@H](C)[C@H](N)C(=O)N[C@@H](Cc1c[nH]cn1)C(=O)O.

The geometry in XYZ format:
```
39
Properties=species:S:1:pos:R:3:forces:R:3:nbo_charge:R:1
C 1.888 0.245 -0.560 -0.9 1.1 -0.7 -0.1462
C 0.548 -0.118 -0.037 0.1 -0.5 -0.5 0.6903
C 2.974 -0.400 0.218 1.2 -2.8 -1.0 -0.2493
C 2.980 -1.889 -0.333 1.6 0.0 1.2 -0.6099
C 4.327 0.227 0.005 0.8 2.1 -1.0 -0.3848
C 5.524 -0.344 0.771 -0.6 2.8 1.0 -0.6001
C -1.835 0.291 -0.612 -0.8 0.6 0.0 -0.1554
C -2.040 1.610 0.093 0.3 3.1 -1.2 0.7941
C -2.498 -0.721 0.316 0.9 -1.6 -0.5 -0.4433
C -3.992 -0.630 0.142 -0.5 -0.3 1.2 0.0650
C -4.894 -0.072 1.033 1.7 0.6 1.0 -0.0848
C -5.940 -1.021 -0.587 -0.1 -0.6 -1.1 0.1611
H 0.917 2.060 -0.252 2.1 -0.5 -1.3 0.3550
H 2.276 1.949 0.402 1.3 0.3 1.3 0.3525
H 1.762 -0.144 -1.580 1.2 0.7 -0.3 0.1953
H 2.710 -0.452 1.256 -0.1 0.3 0.6 0.2331
H 2.240 -2.518 0.171 0.0 0.1 -0.3 0.2239
H 2.831 -1.795 -1.377 -0.7 -0.3 -1.1 0.1973
H 3.976 -2.432 -0.322 -1.0 0.7 0.6 0.2066
H 4.574 0.199 -1.094 -0.3 0.0 0.8 0.1966
H 4.237 1.333 0.229 0.3 -1.1 -0.2 0.2007
H 5.512 -1.363 0.662 0.1 -2.7 0.3 0.2010
H 6.468 -0.002 0.375 0.2 0.3 -0.4 0.2102
H 5.525 0.019 1.836 -0.2 -0.8 -0.8 0.2019
H -0.109 0.894 -1.593 -0.8 -1.8 0.6 0.4072
H -2.474 0.454 -1.549 0.9 -0.6 1.0 0.2567
H -2.044 -1.736 0.087 -1.0 0.9 0.0 0.2444
H -2.168 -0.565 1.356 -0.4 0.2 -0.4 0.2520
H -4.691 0.521 1.939 -0.3 -0.5 -0.7 0.2340
H -6.755 -1.366 -1.167 -0.6 -0.2 -0.5 0.1877
H -7.030 -0.015 0.825 0.2 0.1 0.4 0.4194
H -1.771 3.512 -0.269 0.7 -1.3 -0.2 0.5028
N 1.936 1.727 -0.495 -3.3 0.8 -0.3 -0.8027
N -0.449 0.062 -1.008 0.5 2.0 -0.2 -0.6279
N -4.691 -1.215 -0.890 0.7 -0.1 0.2 -0.4601
N -6.125 -0.353 0.550 -0.6 0.3 0.1 -0.5161
O 0.457 -0.536 1.077 -1.7 -0.5 1.4 -0.5931
O -2.801 1.923 0.958 0.2 -0.6 0.3 -0.5658
O -1.356 2.659 -0.577 -0.8 -0.1 0.6 -0.7493
```
Forces are in eV/Å.

***

total charge of number 2 (C12H20ClNO2)?
0